{"formula": "C17H25N5O4S", "method": "wB97M-V/def2-TZVPD", "elements": ["H", "H", "C", "C", "H", "S", "C", "O", "O", "H", "H", "H", "O", "C", "C", "H", "N", "N", "O", "H", "C", "C", "C", "H", "C", "C", "C", "H", "H", "H", "H", "C", "C", "H", "N", "H", "H", "H", "C", "C", "H", "N", "H", "H", "N", "C", "C", "H", "H", "H", "H", "H"], "xyz": [[-1.4096, -3.6678, 2.2413], [-0.8694, -1.9777, 0.5404], [-1.0182, -3.9987, 1.2659], [0.4747, 1.7988, -2.0853], [5.8659, 0.7210, 0.9477], [-2.0094, 0.3019, -0.8081], [-2.9873, -5.1218, 0.7623], [4.2412, 0.2320, 2.9365], [-4.7477, -1.8194, 0.2116], [0.5986, 3.7656, -1.2321], [-0.8594, -3.2156, -0.7400], [-1.0547, 3.1581, -1.4171], [-1.5890, -5.2344, 0.9129], [-0.4069, 0.4686, -0.1602], [-1.3097, -2.9172, 0.2147], [5.4164, 2.2341, 1.7481], [3.8217, 1.1669, 0.9160], [-0.0135, -0.0291, 1.0073], [3.4757, 2.1111, -1.1421], [-3.6587, 0.2671, 0.9063], [3.0297, 1.5002, -0.1895], [-3.3425, -4.0887, -0.3091], [-3.5355, -1.7523, 0.2800], [-0.1854, 1.2258, -2.7431], [1.6919, 1.0266, -0.0188], [-0.0731, 3.2140, -1.8931], [1.6793, -0.7177, 3.2697], [-0.8148, 5.8611, -4.0023], [-3.3450, -6.1119, 0.4776], [0.7937, 3.9938, -3.6962], [1.4776, 1.8447, -2.5146], [1.2894, 0.3180, 1.1011], [-0.1906, 3.9452, -3.2269], [-0.8512, 3.3817, -3.8892], [2.1373, 0.0315, 2.1209], [-1.7257, 5.3255, -2.5900], [-3.4459, -4.8287, 1.7188], [2.5056, -0.7779, 3.9751], [-2.8676, -0.4302, 0.6298], [3.4496, 0.4614, 2.0494], [-4.4219, -3.9505, -0.3740], [0.5757, 1.1028, -0.8289], [1.3735, -1.7186, 2.9631], [5.3751, 2.1305, -0.0375], [-2.7400, -2.8130, 0.0337], [-0.7374, 5.3552, -3.0433], [5.2126, 1.5912, 0.8926], [0.0564, -4.1701, 1.3471], [-2.1301, -0.5070, 1.4257], [0.8295, -0.2089, 3.7240], [-0.0818, 5.9375, -2.4001], [-2.9493, -4.4146, -1.2781]], "forces_ev_per_angstrom": [[0.05, 0.00, -0.05], [-0.06, -0.10, -0.05], [0.14, 0.34, -0.16], [-0.16, 0.57, -0.38], [0.00, 0.06, 0.01], [-0.32, -0.04, -0.13], [-0.24, 0.11, -0.25], [0.29, -0.02, 0.19], [-0.36, 0.19, 0.03], [0.00, -0.01, 0.08], [0.03, 0.06, 0.06], [-0.01, 0.03, 0.08], [0.09, -0.16, -0.01], [0.25, -0.03, 0.14], [0.27, -0.18, 0.29], [0.03, -0.04, -0.04], [0.25, 0.11, -0.06], [0.13, 0.05, 0.30], [-0.01, 0.13, -0.21], [0.09, -0.17, 0.03], [-0.38, -0.13, 0.00], [-0.21, -0.27, 0.17], [0.19, 0.19, 0.01], [0.12, 0.00, -0.02], [0.08, -0.39, 0.75], [0.11, -0.15, -0.34], [-0.02, -0.12, 0.25], [-0.04, 0.13, -0.05], [-0.05, 0.07, 0.03], [0.02, -0.06, -0.09], [-0.16, -0.10, -0.02], [0.03, 0.68, -1.22], [-0.06, 0.08, 0.30], [0.03, -0.05, -0.09], [0.11, 0.01, 0.06], [-0.11, 0.05, 0.05], [0.01, -0.03, -0.07], [-0.12, -0.02, -0.07], [-0.03, 0.26, -0.19], [-0.24, -0.13, 0.11], [0.13, -0.07, -0.04], [-0.17, -0.44, 0.45], [-0.01, 0.00, 0.06], [0.00, -0.06, 0.12], [0.04, -0.38, -0.07], [0.08, -0.19, -0.15], [0.30, 0.11, -0.03], [-0.03, 0.08, 0.03], [-0.06, -0.02, 0.04], [0.00, -0.05, 0.02], [0.04, 0.10, 0.07], [-0.04, -0.01, 0.03]], "smiles": "CCCCn1c(SCC(=O)N2CCOCC2)nc2c1c(=O)n(C)c(=O)n2C", "e_above_lowest_kcal_mol": 15.75, "energy_ha": -1635.804553, "lumo_ev": 0.5, "homo_energy_ha": -0.303, "largest_force_ev_per_a": 1.4}